DFT (wB97M-V/def2-TZVPD) results for a gas-phase ion, C5H12NO (charge +1) at a distorted geometry.

Computed properties:
Energy above the lowest of the compared OMol25 structures with the same formula, charge and spin: 217.3 kJ/mol
Molar mass: 102.16 g mol⁻¹
Charge: +1
SMILES: C[N@@H+]1CC[C@]1(C)O
Gap between HOMO and LUMO: 12.098 eV

Each atom is followed by the atoms it is bonded to, with distances in Å.
Geometry (Å):
1 C 1.448 1.526 0.093  N2 1.530, H8 1.020, H9 1.133, H10 1.133
2 N 0.691 0.248 0.459  C1 1.530, C3 1.478, C5 1.582, H11 0.980
3 C 1.346 -0.900 -0.202  N2 1.478, C4 1.577, H12 1.059, H13 1.064
4 C 0.045 -1.427 -0.921  C3 1.577, C5 1.786, H14 1.040, H15 1.123
5 C -0.737 -0.007 -0.172  N2 1.582, C4 1.786, C6 1.593, O7 1.351
6 C -1.922 -0.248 0.865  C5 1.593, H16 1.101, H17 1.065, H18 1.062
7 O -1.077 0.874 -1.139  C5 1.351, H19 0.939
8 H 2.119 1.720 0.835  C1 1.020
9 H 1.835 1.378 -0.962  C1 1.133
10 H 0.542 2.199 -0.010  C1 1.133
11 H 0.656 0.178 1.436  N2 0.980
12 H 1.748 -1.726 0.326  C3 1.059
13 H 2.063 -0.625 -0.937  C3 1.064
14 H 0.006 -1.165 -1.928  C4 1.040
15 H -0.434 -2.403 -0.643  C4 1.123
16 H -2.972 -0.326 0.541  C6 1.101
17 H -1.972 0.432 1.683  C6 1.065
18 H -1.737 -1.178 1.344  C6 1.062
19 H -1.648 1.449 -0.666  O7 0.939